No. 1
23
Properties=species:S:1:pos:R:3:forces:R:3:mulliken_charge:R:1 method="wB97M-V/def2-TZVPD" lumo_ev="0.133 / -0.489" total_charge=0 homo_energy_ha="-0.269 / -0.268" homo_lumo_gap_ev="7.44 / 6.81" e_tot_ev=-26590.0969
C 1.0169 -3.0350 -0.0283 -0.2 0.1 0.1 -1.698
H 1.2698 4.0280 0.1412 0.1 0.1 0.0 0.376
C -0.5118 3.2861 1.0685 0.0 -0.1 -0.2 -0.450
Cl 2.2924 -0.6301 -1.1294 0.1 0.1 0.0 -0.242
O -1.6742 -0.9348 -2.8885 -0.3 -0.5 0.3 -0.433
H -2.2230 2.2459 1.8186 -0.1 0.0 0.0 0.362
C -0.9083 0.9255 0.7924 0.2 -0.2 0.0 -0.416
H 1.9667 1.8613 -0.7259 0.1 0.0 0.0 0.312
C 1.0581 1.9317 -0.1490 0.1 -0.2 0.0 -0.587
H 1.8694 -2.8942 0.6276 0.1 0.0 0.1 0.375
H -1.5528 0.0725 0.9504 0.0 0.0 0.0 0.258
H -0.3084 -1.7379 1.0586 0.1 0.1 -0.2 0.235
C 0.7291 -0.5018 -0.3995 -1.0 -1.3 -1.0 0.500
C -1.0760 -1.2093 -1.9099 1.6 1.7 -0.2 0.223
H 0.4829 -3.9312 0.2805 -0.1 -0.1 0.1 0.423
H -1.7030 -2.7895 -0.7550 0.2 0.3 -0.1 0.276
H -0.8252 4.2507 1.4399 0.0 0.0 0.1 0.385
C 0.6596 3.1583 0.3371 -0.1 0.2 0.1 -0.551
N -1.0347 -2.0153 -0.8831 -1.0 -1.2 0.6 -0.063
C 0.0851 -1.8272 0.0344 0.5 0.2 0.1 0.391
C 0.3050 0.7678 0.0923 -0.1 0.8 0.2 0.646
C -1.2968 2.1584 1.2682 -0.1 0.1 0.2 -0.712
H 1.3795 -3.1801 -1.0412 0.0 0.0 -0.1 0.391



No. 2
63
Properties=species:S:1:pos:R:3:forces:R:3:mulliken_charge:R:1 method="wB97M-V/def2-TZVPD" lumo_ev="-2.931 / -4.599" total_charge=+1 homo_energy_ha="-0.397 / -0.410" homo_lumo_gap_ev="7.88 / 6.55" e_tot_ev=-119800.9915 spin_multiplicity=6
C -1.2062 -0.2023 3.2155 0.0 0.0 0.0 -0.111
C 1.3886 3.0933 -1.7847 0.0 0.0 0.0 0.801
H -1.8561 -5.3593 -0.0943 0.0 0.0 0.0 0.337
P 0.9927 -2.2242 -0.9149 0.0 0.1 0.0 -0.469
H -1.8952 -0.0985 5.2316 0.0 0.0 0.0 0.274
H 1.7737 1.5574 2.1281 0.0 0.0 0.0 0.563
Cl -2.4728 2.3279 -2.1251 0.0 -0.1 0.0 -0.075
Cl 2.7570 2.4681 -0.9121 0.0 0.0 0.0 -0.202
O -2.5763 3.9920 2.2849 0.0 0.0 0.0 -0.829
N 1.1797 0.1067 0.6714 0.0 0.0 -0.1 1.307
C -0.7426 4.0729 -3.2705 0.0 0.0 0.0 -0.246
H 0.1556 -1.6025 2.4081 0.0 0.0 0.0 0.023
H -0.7088 -4.8711 -1.3481 0.0 0.0 0.0 0.327
H -1.4135 -2.2927 2.8490 0.0 0.0 0.0 0.192
Cl 0.7885 5.8045 -4.6578 0.0 0.0 0.0 -0.166
C 1.9710 0.6068 1.6636 0.0 0.0 0.0 -1.389
C -1.0246 -4.6987 -0.3216 0.0 0.0 0.0 -0.815
H -0.2434 -1.8850 4.1101 0.0 0.0 0.0 0.482
H 2.6136 -2.3291 -4.8873 0.0 0.0 0.0 0.329
C -0.7438 -2.1964 -0.3538 0.0 0.0 0.0 -0.324
C -2.0261 2.9845 1.8652 0.1 0.0 -0.1 0.641
C -0.8990 3.0834 -2.3116 0.0 0.0 0.0 1.218
O -3.2497 3.5979 4.8099 -0.1 -0.1 0.2 -0.516
C -2.8707 2.3798 5.1128 0.2 0.0 0.1 0.508
C 1.6920 -1.0592 0.3055 -0.1 0.0 0.0 -0.745
C 1.6117 4.0836 -2.7438 0.0 0.0 0.0 -0.112
H -3.5287 -0.9038 0.5135 0.0 0.0 0.0 0.523
N 2.7987 -1.3223 1.0415 0.0 0.0 0.0 0.227
H 4.4038 -2.4450 1.7283 0.0 0.0 0.0 0.330
H 3.8124 -0.2387 2.5861 0.0 0.0 0.0 0.556
H 4.2017 -2.4676 -0.0292 0.0 0.0 0.0 0.314
H -3.5031 -3.6562 0.4409 0.0 0.0 0.0 0.473
N -1.7790 0.3207 4.3185 0.0 0.0 0.0 -0.072
Ru -0.7575 1.0409 -0.1660 0.3 0.2 0.2 0.241
H 3.1033 -3.4032 1.0074 0.0 0.0 0.0 0.339
C -2.2025 1.5921 4.0387 -0.1 0.0 0.0 0.273
C -0.6437 -1.5771 3.1454 0.0 0.0 0.0 -0.985
C -1.8643 1.7985 2.7354 0.0 0.0 0.0 -0.170
O -3.0006 1.8699 6.1983 -0.1 0.0 0.0 -0.600
N -1.2482 0.6815 2.2333 0.0 0.0 -0.1 0.482
H 1.3001 -0.2935 -5.4003 0.0 0.0 0.0 0.477
N -0.0840 -0.1342 -2.4261 0.0 0.1 0.1 0.448
O -1.5221 2.8411 0.6841 -0.2 0.0 0.0 -0.218
N 1.4290 -1.3077 -3.5219 0.0 0.0 0.0 0.178
Cl 3.1933 4.6832 -3.0339 0.0 0.0 0.0 -0.171
C 2.4949 -2.2572 -3.8098 0.0 0.0 0.0 -0.851
Cl -2.0765 4.6365 -4.1898 0.0 0.0 0.0 -0.173
H -0.6006 1.1582 -4.0537 0.0 0.0 0.0 0.581
C 0.7800 -1.1286 -2.3406 0.0 -0.1 -0.1 -0.281
H -0.2014 -4.9196 0.3546 0.0 0.0 0.0 0.315
H -3.0344 3.8323 3.8662 0.0 0.0 -0.2 0.443
C 0.5385 4.5839 -3.4805 0.0 0.0 0.0 0.531
N -1.4731 -3.3201 -0.1501 0.0 0.0 0.0 0.273
C 0.0076 0.3448 -3.7001 0.0 0.0 0.0 -0.772
C 0.9464 -0.3684 -4.3876 0.0 0.0 0.0 -0.506
C 3.6759 -2.4825 0.9233 0.0 0.0 0.0 -0.825
N -1.4916 -1.1288 -0.1115 -0.1 0.1 -0.1 0.847
C -2.7300 -2.9392 0.2310 0.0 0.0 0.0 -0.439
C 2.9846 -0.2721 1.9007 0.0 0.0 0.0 -0.321
H 3.4356 -1.9243 -3.3735 0.0 0.0 0.0 0.302
C -2.7285 -1.5759 0.2555 0.0 0.0 0.0 -1.141
H 2.2387 -3.2401 -3.4200 0.0 0.0 0.0 0.352
C 0.1297 2.5832 -1.5385 -0.1 0.0 0.0 -0.982



No. 3
160
Properties=species:S:1:pos:R:3:forces:R:3:mulliken_charge:R:1 method="wB97M-V/def2-TZVPD" lumo_ev=-2.339 total_charge=+1 homo_energy_ha=-0.409 homo_lumo_gap_ev=8.79 e_tot_ev=-399995.2454
H 3.0365 4.1320 -2.5415 0.1 -0.3 0.0 0.462
C 3.0397 0.5357 -0.1992 0.4 -0.2 1.1 0.639
H 7.3529 0.1007 0.9234 -0.1 -0.1 -0.4 0.698
H 7.8330 2.0339 -2.3008 -0.1 -0.1 0.0 0.353
O 0.6122 -0.6457 -6.9634 -0.1 0.7 3.7 -0.831
C 3.8115 1.9438 -0.3594 -0.6 0.9 -0.7 0.731
O -6.6042 0.6074 2.0275 0.1 -0.5 0.1 -0.299
C 2.3074 7.5399 1.8353 -0.7 0.1 -0.4 -1.160
H 8.7369 0.8784 -4.5526 -0.1 0.4 0.0 0.449
H -4.1850 -2.3521 5.2912 0.0 0.0 0.1 0.256
H 3.8246 1.7338 -2.9514 0.0 -0.1 0.5 0.274
H 9.2067 3.2599 1.7228 -0.2 0.1 0.3 0.371
H 4.2852 4.3426 -1.3914 0.0 -0.3 0.5 0.192
Br 1.2898 2.6673 1.8050 0.2 0.0 0.0 -0.041
H 4.1851 3.8053 3.5579 0.0 0.2 -0.1 0.432
H 3.7029 3.0775 -4.6182 0.0 -0.1 0.1 0.400
C 3.9343 -1.1510 -1.9867 -0.3 0.8 1.1 -1.764
H -5.4252 -4.8088 11.4338 -0.1 0.0 0.0 0.177
Br -0.8975 0.2793 0.7528 0.2 0.0 0.1 -0.182
C 3.8791 -0.7535 -0.5652 0.9 -0.5 -0.8 3.197
H -6.9567 0.6685 4.0666 0.0 0.0 0.0 0.326
C 1.5955 0.5394 -0.7368 -1.5 -0.4 0.0 -1.252
C -10.2187 -0.2675 -0.0729 0.0 0.2 0.0 -1.148
H -0.2591 -4.4107 -7.1003 -0.1 0.1 -0.1 0.318
O -5.7517 -1.3827 1.0777 -0.7 -2.0 2.3 -0.342
H -4.0974 0.4951 2.9658 0.0 0.1 0.0 0.014
C -0.8658 1.0472 -8.5252 0.2 0.0 -0.3 -0.298
H -4.5200 0.5949 4.6861 0.0 0.0 0.0 0.456
H -5.9245 -6.5091 11.4758 0.0 0.0 0.0 0.402
H 7.6595 -0.4146 -4.1006 0.0 0.1 -0.2 0.382
H 0.5855 -0.0417 -9.6999 0.1 0.1 0.2 0.285
H 3.5965 5.1851 2.6059 0.0 -0.1 -0.1 0.290
F 9.3342 1.3441 2.2939 -0.2 0.0 0.1 -0.340
N 6.0803 0.6692 -0.6778 0.7 -1.8 1.9 1.379
H -5.5872 1.1628 -0.2424 0.0 0.0 0.1 0.312
H 5.1672 2.3721 -5.3739 -0.3 0.0 -0.1 0.346
H -6.0607 2.0208 3.3794 -0.1 0.0 -0.1 0.348
H 2.0042 7.7534 -0.3479 0.4 0.0 0.1 0.388
H -10.0637 0.4320 -0.8962 0.0 0.0 0.0 0.298
H 3.8267 -3.7209 -1.7343 -0.1 0.3 -0.2 0.381
H -3.6486 -0.1183 -7.3097 0.3 0.0 -0.1 0.244
C 5.3472 -0.5470 -0.1248 -1.3 -0.5 0.1 -2.322
H -11.1991 -0.7307 -0.1933 0.0 0.0 0.0 0.380
C -4.7950 -3.2186 5.5601 -0.3 0.0 -0.2 -0.301
H -0.8154 -0.9548 -1.7275 0.4 0.2 -0.3 0.659
H -5.9587 -3.3398 3.7409 0.0 0.0 0.0 0.218
H -4.1219 0.6852 0.6113 0.0 0.0 0.0 -0.118
H -6.6014 -2.2113 4.9497 0.0 0.0 0.0 0.246
C -3.5515 -0.9413 -6.6070 -1.0 0.2 0.1 -0.179
H 1.0225 6.5507 0.4574 0.0 0.2 0.0 0.335
O -5.0297 -3.1522 6.9669 0.3 -0.2 0.4 -0.362
H -10.2185 0.3186 0.8455 0.0 -0.2 0.1 0.284
O 1.6419 -3.4913 0.2661 -0.1 0.4 0.0 -0.530
H 7.8997 2.8723 -0.2242 -0.2 0.0 0.1 0.507
C -4.7584 0.4568 -0.2431 -0.3 0.3 0.1 -0.695
H 1.6269 7.0590 2.5410 0.3 -0.2 0.1 0.272
H 1.1124 -1.1495 0.6540 0.1 0.0 -0.1 0.543
H 2.4958 4.2510 3.6288 -0.1 0.0 -0.2 0.476
C -0.8581 -3.7711 -5.1377 0.0 0.1 0.0 -0.684
H 1.4542 4.5397 -0.4421 0.0 0.2 0.2 0.287
C 3.9736 -1.4678 -3.1305 0.0 -0.1 -1.2 -0.075
C 3.9844 2.8623 0.8908 0.6 -0.4 1.1 -0.885
H 6.5742 -0.6161 -2.2938 -0.4 0.2 0.2 1.085
Br 5.6144 3.9090 1.1397 -0.3 -0.2 -0.5 -0.068
O -1.4580 -0.1619 -8.0405 -0.1 0.0 0.6 -0.440
H -0.3498 -4.5949 -4.6351 0.0 0.0 0.0 0.436
H 8.9251 1.4376 0.0118 -0.1 0.3 -0.3 0.416
P -7.1715 -0.9113 1.7203 -1.2 6.2 -4.0 1.148
C 3.2366 4.0623 -1.4652 -0.7 1.2 -1.4 -0.280
H -4.9870 -2.2530 -7.4964 0.0 0.1 0.1 0.431
C 4.8871 1.7301 -2.7161 0.0 -0.2 -0.6 -2.068
H -1.9140 -4.0201 -5.2388 0.0 -0.1 0.0 0.179
H 1.0322 1.4309 -0.5079 0.9 0.4 0.3 1.326
C -4.8657 0.2650 3.7051 0.0 -0.1 -0.1 -0.310
H 0.4294 1.6691 -10.1385 0.0 0.0 0.0 0.379
O -5.2239 -5.5415 6.9334 2.7 -1.6 1.4 -0.802
O -2.2609 -0.9394 -5.9712 2.3 0.7 2.1 -0.255
H 5.8847 -1.4485 -0.4072 0.2 0.2 -0.1 0.210
H 3.0865 -1.8606 1.2289 -0.1 0.3 -0.2 0.333
C -5.2437 -0.9738 -0.1966 0.6 -0.3 -0.8 -0.145
C 2.2925 5.1128 -0.8703 0.1 -0.7 0.1 -1.144
C -5.5602 -5.7078 10.8325 0.1 0.1 -0.1 -0.926
O -7.8637 -0.7018 0.2484 0.5 -0.6 0.2 -0.389
C 3.3515 4.1857 2.9610 0.1 -0.2 0.3 -1.757
F 9.2934 0.6808 -2.2568 -0.2 0.0 0.5 -0.429
H 5.7125 2.6671 -1.1035 0.0 -0.2 0.4 1.589
O -8.3958 -0.8945 2.5716 1.5 -3.2 1.4 -0.788
H -0.8133 0.4981 -10.6057 0.0 0.1 0.0 0.314
H -0.5450 -2.2427 -0.5997 0.0 0.0 -0.1 0.608
H 5.0618 4.1093 -5.0489 0.0 -0.1 0.0 0.371
O 2.8832 2.7238 -1.1150 0.9 -0.5 -0.2 0.070
C -3.9261 -2.2598 -7.2416 0.4 -0.1 -0.3 -0.986
H 3.3402 7.4119 2.1527 0.0 0.2 -0.1 0.267
H -6.8020 -3.9337 5.1833 0.1 -0.1 0.0 0.429
H -0.7969 -2.8866 -4.4956 0.0 0.0 0.0 0.029
H 6.3933 2.8642 -3.5313 0.1 0.1 0.3 0.376
C -6.5302 -5.4542 9.6930 -0.1 -0.3 0.2 -0.340
C 5.1445 1.7369 -1.1917 0.1 1.3 -0.6 -1.102
C -9.1241 -1.3125 -0.0549 -0.3 0.2 0.0 -0.356
H -7.5172 -5.2221 10.0915 0.0 0.2 -0.1 0.317
H -4.2253 -4.1097 5.2986 -0.1 -0.1 0.1 0.391
C 3.0970 3.2347 1.8219 -0.4 0.1 -0.1 0.718
H 5.3190 -0.5536 0.9642 0.2 0.6 0.0 0.529
O 2.9294 5.9307 0.0860 -0.4 0.1 0.1 -0.202
H -3.7350 -3.0922 -6.5651 -0.1 0.0 0.0 0.164
O -6.1351 -4.3397 8.8905 0.7 -0.3 0.0 -0.286
H 7.7845 -0.5753 -1.0896 -0.1 0.4 0.5 0.509
H -9.0319 -1.7729 -1.0411 0.1 0.0 0.0 0.347
H -5.7567 -1.8049 9.5053 0.0 -0.1 0.0 0.270
H 1.8445 5.7261 -1.6624 0.3 0.0 -0.1 0.570
H 0.8149 -3.2123 -6.3836 0.0 0.0 -0.1 0.246
H -4.5629 -0.8370 10.3629 0.1 0.0 0.0 0.409
C 2.0290 6.9906 0.4380 -0.4 -0.5 0.3 -0.335
O -0.9409 -2.5023 -7.2230 0.1 0.4 0.6 -0.307
H -9.3545 -2.1069 0.6542 0.0 0.1 0.1 0.345
C -0.2336 -3.5043 -6.4962 0.1 -0.2 0.2 -0.350
H -4.2578 -0.7276 -5.8024 0.2 0.0 0.2 0.347
H -4.9744 -0.8216 3.7269 0.0 0.0 0.0 -0.157
H -5.9546 -1.1779 -0.9937 -0.3 0.1 0.2 0.239
H -4.5744 -5.9926 10.4546 0.0 -0.1 0.0 0.274
H -4.3941 -1.6354 -0.3835 0.0 -0.1 0.3 0.319
H -3.3675 -2.4371 -8.1593 0.0 0.0 0.0 0.279
C -3.6990 -2.3595 9.1316 0.6 0.8 0.4 -0.100
H -4.1859 0.6224 -1.1585 0.0 -0.2 0.0 0.412
C 7.8099 0.6692 -4.0260 -0.4 -0.9 0.6 -1.493
C 7.0927 0.0754 -1.6254 -0.1 -0.4 -1.9 -1.307
C 7.9478 0.9718 -2.5320 0.7 0.5 -0.4 0.305
N 5.4029 2.9590 -3.3340 -0.3 -0.3 -0.3 -0.220
H 2.0085 8.5904 1.8405 0.4 0.0 0.1 0.385
H -1.6773 1.7559 -8.7042 -0.1 -0.1 0.1 0.350
H -4.9264 -2.4847 10.9034 0.1 0.0 0.0 0.163
O 2.9127 -3.8563 -1.4518 0.6 0.3 0.0 -0.500
C -6.1111 -3.1782 4.8118 -0.2 0.2 0.0 -0.933
H 5.2470 0.8283 -3.2213 0.1 0.0 0.3 0.754
H 6.9388 1.1360 -4.4815 0.2 0.1 -0.1 0.239
H 0.6715 -2.0188 -1.8181 0.0 0.3 -0.2 0.359
H 7.7299 2.5473 2.5068 0.1 0.2 0.1 0.356
P -0.8351 -0.9413 -6.7374 -2.3 -1.7 -6.8 1.221
H 3.9064 -1.6008 -4.1892 0.1 -0.2 0.1 0.637
H -2.7422 -2.2140 9.6376 0.0 -0.3 0.0 0.346
H 4.4215 -2.6019 0.4667 0.1 0.2 -0.2 0.814
H -6.6280 -6.3459 9.0685 0.0 0.1 -0.1 0.288
H 6.2530 1.3178 1.3918 -0.4 0.3 -0.5 1.353
C -0.1181 0.7825 -9.8146 0.0 -0.1 -0.2 -1.176
F 2.9928 0.3725 1.2002 -0.4 0.0 -0.1 -0.480
C 0.6533 -0.5827 -0.1449 -0.3 0.4 -1.0 0.250
C 6.9019 1.0287 0.5649 0.7 0.7 0.5 -1.791
C -6.1793 0.9375 3.3459 0.0 0.0 0.2 -0.537
C -0.0302 -1.4745 -1.1865 -0.1 -1.0 1.2 -2.274
O -3.7640 -3.7673 8.8684 0.8 -2.7 -0.4 -0.342
C -4.8024 -1.8478 10.0284 -0.4 -0.1 -0.2 -0.942
C 4.7907 3.1237 -4.6674 0.4 0.4 0.0 -1.132
C 3.4974 -2.0484 0.2415 0.2 -0.4 -0.2 -1.130
P -4.8440 -4.4880 7.9086 -4.3 4.8 -1.4 1.021
Br 1.3975 0.6281 -2.6989 0.2 0.1 0.1 -0.110
C 2.6017 -3.1343 -0.3607 -0.8 -0.9 0.8 0.056
H -3.6353 -1.7856 8.2104 -0.2 -0.2 -0.2 0.185
C 8.0720 2.0006 0.4020 0.3 -0.6 0.5 -0.878
H -0.2085 1.4885 -7.7760 0.0 -0.1 0.0 0.301
C 8.5516 2.3925 1.8098 0.3 -0.1 -0.7 -0.688



No. 4
55
Properties=species:S:1:pos:R:3:forces:R:3:mulliken_charge:R:1 method="wB97M-V/def2-TZVPD" lumo_ev="-0.062 / -2.417" total_charge=0 homo_energy_ha="-0.219 / -0.308" homo_lumo_gap_ev="5.89 / 5.97" e_tot_ev=-91416.8191 spin_multiplicity=5
H 0.7480 -0.1948 6.7212 -0.2 -0.1 -1.1 0.295
C -2.8101 2.1465 -1.0709 -2.3 -0.5 1.8 0.566
H -3.3296 -3.9355 -4.1698 1.5 0.1 0.8 0.292
H 5.0527 1.5122 -1.9125 0.7 0.5 0.1 0.387
H 3.7482 2.6941 -2.8543 -1.3 -0.4 0.5 0.417
C 0.2802 -0.3382 5.7128 1.8 0.7 2.2 -0.209
C -2.0933 -2.9228 -2.6697 -0.7 1.2 -0.2 -0.460
N -0.4237 3.4244 -0.8082 -0.8 -1.3 -0.5 -0.551
H 1.3504 -2.7353 -1.2973 1.0 -0.9 -1.0 0.522
H -2.8576 -2.1511 -2.3424 0.9 -1.3 -0.6 0.324
C -1.6961 -0.7698 4.5424 -1.0 -1.3 -0.8 -0.956
F -3.4207 1.0720 -1.6412 0.9 1.5 0.7 -0.184
S 2.9016 0.6975 -1.7803 -0.8 0.3 2.9 0.800
H -1.5565 -5.7021 -4.4902 -0.1 -0.2 -0.5 0.414
C -1.0163 -0.5937 3.2479 -0.4 -0.5 0.2 0.558
C -1.6890 -0.7728 2.0178 -1.0 0.2 3.0 -0.706
O -0.2585 0.9509 -1.3290 -1.8 1.4 0.2 -0.804
O 1.2577 -0.4186 2.3282 -0.1 0.4 -0.9 -0.697
H -2.7452 -1.0030 1.9467 -0.1 0.2 0.3 0.472
O 1.4865 -3.4891 -1.9854 -1.4 0.1 0.1 -0.766
C 0.4178 -0.3875 3.3501 0.5 0.6 -0.3 1.327
C -0.5406 -1.9224 -0.9567 -1.2 0.3 -0.8 1.140
S 0.3933 3.3252 0.5193 1.7 5.4 0.4 1.110
H 2.4077 3.0663 -1.6234 0.7 -1.1 -0.7 0.127
C -0.8251 -2.8095 -2.1029 -0.2 1.0 1.5 0.337
F -3.0354 2.0775 0.3395 1.1 -0.2 -3.1 -0.207
C -0.7853 4.2132 1.6735 0.3 0.2 -0.9 0.479
F -1.5660 4.9915 0.8915 0.1 -0.5 1.1 -0.214
F -3.4087 3.2920 -1.4495 0.7 -1.2 0.0 -0.188
Ir 0.6259 0.1479 0.4669 0.6 -3.6 0.0 2.127
C -1.3519 -4.8310 -3.9039 1.7 0.4 0.5 -0.414
O 0.5925 2.0588 1.1866 -0.2 2.2 0.7 -0.710
H 2.0363 0.3694 4.6617 -1.0 -0.8 -0.4 0.334
H -2.7190 -1.1852 4.5560 0.4 0.5 -0.4 0.283
N -1.5435 -1.4821 -0.1798 0.6 -1.4 -0.6 -0.948
C 4.6817 0.5865 -1.5382 -0.8 -0.5 -2.2 -1.047
F -1.4885 3.2282 2.2384 -0.1 1.1 0.5 -0.170
N -1.0297 -0.8303 0.8413 1.8 1.3 -0.7 0.711
S -1.0237 2.2284 -1.5957 2.5 -1.6 0.0 0.988
C -0.0682 -4.6812 -3.3549 -0.1 -0.4 -0.3 -0.478
O 1.4762 4.3035 0.3170 -1.0 -2.3 0.8 -0.675
C -2.3116 -3.8685 -3.6650 -2.4 0.2 0.2 -0.625
C 1.0133 -0.0734 4.5785 -0.2 0.2 0.6 -0.832
H 5.0120 -0.2342 -2.1972 0.2 0.2 0.7 0.369
C 0.2176 -3.6276 -2.4795 1.4 -1.3 -0.7 0.174
O 2.4568 0.9548 -0.2511 0.8 -0.5 -1.6 -0.726
O -1.0006 2.4478 -2.9896 -1.1 0.7 -0.8 -0.644
H 1.9907 2.3354 -3.2121 0.4 0.0 0.3 0.274
F -0.1600 5.0141 2.5560 -0.7 -1.2 -0.5 -0.204
O 0.7084 -1.6046 -0.7207 -1.0 -0.1 0.0 -0.953
C -1.0386 -0.7757 5.7334 0.3 -0.2 -0.9 -0.749
H 4.8121 0.4662 -0.5040 0.4 -0.4 1.3 0.287
H -1.3834 -1.2248 6.6547 -0.7 0.4 -0.1 0.404
H 0.7468 -5.3751 -3.5887 -0.4 0.2 0.1 0.394
C 2.7622 2.3356 -2.4177 0.0 2.0 -1.0 -0.798